Record 1
{
  "formula": "C7H14",
  "method": "ωB97M-V with the def2-TZVPD basis set",
  "species": ["C", "C", "C", "C", "C", "C", "C", "H", "H", "H", "H", "H", "H", "H", "H", "H", "H", "H", "H", "H", "H"],
  "xyz": [[-0.815906, -0.413612, -0.073425], [0.401466, -0.238608, 0.834411], [1.745480, -0.232080, 0.018968], [1.838406, 0.421850, -1.273472], [-2.737505, 0.194161, 1.531920], [-2.039224, 0.486913, 0.150604], [2.956948, 0.132518, -2.080961], [2.543858, 0.032745, 0.663571], [-2.852143, 0.263509, -0.608894], [3.008435, -0.093291, -3.184919], [-2.682433, -0.917302, 1.739093], [0.362142, 0.674292, 1.486227], [-2.155251, 0.659480, 2.357187], [3.921834, -0.114949, -1.593607], [-0.552008, -0.380547, -1.144582], [0.622208, -1.024437, 1.592891], [1.975673, -1.270136, -0.272955], [-3.671213, 0.717353, 1.516067], [-1.138593, -1.450400, -0.001139], [-1.791093, 1.529901, 0.056924], [1.058922, 1.022639, -1.713914]],
  "atomic_forces_ev_per_a": [[-0.5, -0.6, -0.6], [1.7, 1.0, 0.4], [-1.0, -1.3, 1.2], [3.2, 0.1, -4.0], [2.4, 0.0, -0.1], [-1.3, -1.5, 0.5], [-1.3, 0.1, 1.0], [0.9, 0.5, 0.8], [1.2, 0.2, 0.5], [-0.4, 1.6, 1.1], [-0.9, 1.3, -0.3], [-0.2, -0.4, -0.9], [-0.2, -0.2, -0.4], [-0.9, -0.6, 0.0], [0.3, 0.4, 0.4], [-0.9, 0.1, -0.6], [-0.4, 0.1, 0.6], [-0.9, -0.5, 0.3], [-0.3, -0.2, 0.3], [0.1, 0.5, 0.0], [-0.6, -0.5, -0.1]],
  "lowdin_charge": [-0.246, -0.186, -0.250, -0.187, -0.112, -0.256, -0.013, 0.100, 0.115, 0.059, 0.089, 0.115, 0.065, 0.049, 0.098, 0.112, 0.118, 0.048, 0.103, 0.091, 0.088],
  "homo_lumo_gap_ev": 9.7,
  "energy_ha": -275.0233,
  "relative_energy_kj_mol": 244.1,
  "smiles": "C=CCCCCC",
  "charge": 0,
  "homo_energy_ha": -0.3142,
  "lumo_ev": 1.1
}



Record 2
{
  "formula": "C7H14BrN2Si",
  "method": "ωB97M-V with the def2-TZVPD basis set",
  "species": ["Br", "Si", "N", "N", "C", "C", "C", "C", "C", "C", "C", "H", "H", "H", "H", "H", "H", "H", "H", "H", "H", "H", "H", "H", "H"],
  "xyz": [[3.791619, -0.445528, -0.285059], [-0.021159, -1.755269, -1.779794], [-0.462868, -0.927287, -0.397518], [2.010517, 0.127518, -0.244668], [0.164644, 1.516121, -0.291073], [-0.675595, 0.496749, -0.429074], [1.606417, 1.328528, -0.160297], [-2.122276, 0.571921, -0.745705], [2.631752, 2.520741, 0.074045], [0.648909, -1.694672, 1.696517], [-0.635782, -1.636188, 0.910985], [-2.759226, -0.186921, -0.145610], [0.318456, -2.075923, 2.690473], [-0.933363, -2.700774, 0.643321], [1.059475, -0.709952, 1.822790], [2.226466, 3.027104, 1.014481], [-1.606759, -1.174989, 1.494170], [-2.548058, 1.545410, -0.431424], [2.599081, 3.186771, -0.764131], [-0.407543, -3.087907, -1.838812], [-2.180372, 0.434171, -1.789326], [0.548388, -0.889232, -2.826212], [-0.105063, 2.478270, -0.548603], [1.310986, -2.495483, 1.271038], [3.596064, 2.038014, 0.149010]],
  "atomic_forces_ev_per_a": [[-0.2, 0.5, 0.2], [0.3, 2.9, 1.1], [1.2, -1.2, -0.2], [-0.4, -1.0, -0.6], [1.1, -2.2, -0.2], [-1.2, -0.6, 0.3], [3.4, 0.9, 0.3], [-1.7, 1.2, 2.7], [-2.9, -1.3, 1.1], [-0.9, -1.4, 1.1], [-2.8, -0.5, -0.1], [1.2, 1.0, -1.3], [0.5, 0.3, -0.4], [0.1, 1.2, 0.4], [0.6, 0.1, 0.0], [1.1, -0.4, -1.2], [2.6, -0.9, -1.4], [0.2, -0.3, -0.6], [0.0, 0.5, -0.4], [-0.1, -1.7, -0.1], [-0.7, -0.3, -1.3], [-0.2, -0.4, 0.0], [-1.1, 1.9, 0.0], [-0.2, 1.2, 0.3], [0.2, 0.5, 0.4]],
  "lowdin_charge": [0.703, 1.036, -0.277, -0.436, 0.032, -0.341, -0.407, -0.038, -0.015, -0.098, -0.254, 0.123, 0.099, 0.117, 0.058, 0.115, 0.179, 0.105, 0.072, -0.046, 0.070, -0.004, 0.111, 0.098, -0.003],
  "homo_lumo_gap_ev": 7.4,
  "energy_ha": -3247.7623,
  "relative_energy_kj_mol": 94.7,
  "smiles": "CC[N+](=[SiH2])/C(C)=C\\C(C)=N\\Br",
  "charge": 1,
  "homo_energy_ha": -0.4624,
  "lumo_ev": -5.2
}



Record 3
{
  "formula": "C7H14BrN3S",
  "method": "ωB97M-V with the def2-TZVPD basis set",
  "species": ["Br", "S", "N", "N", "N", "C", "C", "C", "C", "C", "C", "C", "H", "H", "H", "H", "H", "H", "H", "H", "H", "H", "H", "H", "H", "H"],
  "xyz": [[1.998903, 1.974495, 3.113398], [-0.403932, -2.659651, 2.432108], [-1.571719, -1.534185, 0.214715], [-0.875071, -0.392932, -0.340040], [-2.961682, 1.840220, 0.455786], [2.232668, 0.115356, 0.654002], [1.555470, 0.283902, -0.725108], [-0.857788, 0.786917, 0.584342], [-1.075594, -1.943009, 1.259164], [0.224505, -0.862745, -2.499400], [-2.250618, 1.072705, 1.145043], [0.455091, -0.747859, -0.963750], [3.272546, 0.430422, 0.525005], [2.329075, 0.088363, -1.477851], [1.142205, -1.205015, -2.973249], [-3.870609, 1.978349, 0.902575], [-0.581673, 1.702980, 0.065327], [0.846653, -1.722882, -0.670231], [-1.478535, -0.097668, -1.113423], [-0.167264, 0.070543, -2.913027], [1.251413, 1.317852, -0.918963], [-0.153363, 0.681628, 1.420875], [2.266295, -0.930482, 0.984943], [-2.606440, 0.603726, 2.066630], [1.784899, 0.823879, 1.414577], [-0.505441, -1.674920, -2.643447]],
  "atomic_forces_ev_per_a": [[-0.4, 0.6, 0.8], [-0.1, 0.2, 0.4], [-0.1, 0.8, -0.5], [-0.3, 0.5, -0.1], [-0.7, 0.4, -0.1], [-0.2, 0.9, -0.6], [0.8, -0.6, 0.7], [-0.4, 0.7, 1.8], [0.6, -1.1, 0.4], [-0.9, -0.9, 1.1], [0.4, -0.7, -0.4], [1.3, 0.7, -2.5], [-0.1, 0.1, 0.4], [-0.4, -0.2, -0.1], [0.0, 0.4, -0.1], [0.0, 0.1, -0.2], [0.1, -0.4, -0.4], [-0.6, 0.1, 0.7], [0.0, -0.1, 0.1], [0.3, -0.1, -0.1], [-0.1, -0.2, 0.1], [0.1, -0.4, -0.3], [-0.2, 0.1, 0.0], [0.4, 0.0, 0.0], [0.7, -1.3, -0.7], [0.0, 0.3, -0.3]],
  "lowdin_charge": [-0.406, 0.929, 0.099, -0.051, 0.122, -0.203, -0.222, -0.109, -0.765, -0.036, -0.206, -0.304, 0.072, 0.113, 0.090, 0.067, 0.135, 0.146, 0.171, 0.093, 0.117, 0.076, 0.069, 0.123, -0.207, 0.086],
  "homo_lumo_gap_ev": 4.7,
  "energy_ha": -3411.4392,
  "charge": 0,
  "homo_energy_ha": -0.2416,
  "lumo_ev": -1.8
}



Record 4
{
  "formula": "C7H14Cl2O6",
  "method": "ωB97M-V with the def2-TZVPD basis set",
  "species": ["Cl", "Cl", "O", "O", "O", "O", "O", "O", "C", "C", "C", "C", "C", "C", "C", "H", "H", "H", "H", "H", "H", "H", "H", "H", "H", "H", "H", "H", "H"],
  "xyz": [[2.388259, -3.023383, 3.536984], [3.466619, -2.120093, 0.906114], [-1.351401, 1.690387, -1.861596], [0.312499, 2.604737, -0.487786], [0.442039, -1.770043, -0.080356], [0.985679, 0.108367, 1.065754], [0.447119, 0.546297, -1.462546], [-1.181901, -0.387963, 0.728874], [-0.202971, 1.675317, -1.129306], [1.853479, 0.497787, -1.368316], [-1.560111, 0.931617, 1.075164], [2.164069, -1.925693, 2.147824], [-0.591791, -2.846403, -0.161346], [-2.217731, 2.742627, -1.661626], [0.185499, -0.663743, 0.637234], [-2.453751, 3.119557, -2.656776], [-1.829811, 1.432687, 0.145494], [-1.127841, -2.653813, -1.090676], [-1.314941, -2.827893, 0.654014], [2.176099, 0.299757, -0.346166], [-3.112591, 2.361397, -1.169696], [2.043849, -0.374653, -1.993386], [-1.942861, 3.598867, -1.045676], [2.180849, -0.928623, 2.587894], [-0.770451, 1.462597, 1.606784], [1.262419, -2.095223, 1.559264], [2.312479, 1.395957, -1.781486], [-2.401141, 0.996667, 1.765474], [-0.161661, -3.847103, -0.120126]],
  "atomic_forces_ev_per_a": [[-0.2, -0.1, -0.4], [-0.3, 0.2, 0.7], [2.1, -0.9, 1.2], [-1.9, -2.2, -1.5], [-0.9, -0.9, 1.0], [0.1, -0.6, 0.7], [-1.9, 0.9, -0.2], [1.0, -1.6, 0.0], [2.9, 2.3, -0.9], [0.9, -0.4, -0.5], [0.0, 0.9, 0.6], [0.8, -0.1, 0.3], [-0.3, 0.9, -0.2], [-2.0, 1.4, -0.2], [-3.0, 1.4, -0.6], [-0.3, 0.0, 0.1], [-0.2, -0.1, 0.8], [0.1, -0.3, 0.1], [0.2, 0.5, 0.1], [0.2, 0.3, -0.6], [-0.3, -0.1, -0.3], [0.6, 0.2, 0.1], [1.0, -0.3, 0.0], [0.3, -0.3, -0.4], [0.2, -0.1, -0.4], [0.7, -0.7, 1.2], [-0.1, 0.0, 0.0], [-0.2, -0.8, -0.2], [0.7, 0.5, -0.3]],
  "lowdin_charge": [0.502, 0.528, -0.009, 0.111, -0.063, 0.072, -0.037, -0.012, -0.564, -0.034, -0.037, -0.971, 0.031, -0.091, -0.606, 0.104, 0.056, 0.101, 0.095, 0.068, 0.094, 0.108, 0.106, 0.034, 0.109, -0.008, 0.110, 0.106, 0.098],
  "homo_lumo_gap_ev": 11.2,
  "energy_ha": -1646.8722,
  "relative_energy_kj_mol": 177.4,
  "smiles": "COC(=O)OC.COC(=O)OC.ClCCl",
  "charge": 0,
  "homo_energy_ha": -0.3882,
  "lumo_ev": 0.6
}



Record 5
{
  "formula": "C7H14Cl3IrN4O2SSeSi",
  "method": "ωB97M-V with the def2-TZVPD basis set",
  "species": ["Ir", "Se", "Cl", "Cl", "Cl", "S", "Si", "O", "O", "N", "N", "N", "N", "C", "C", "C", "C", "C", "C", "C", "H", "H", "H", "H", "H", "H", "H", "H", "H", "H", "H", "H", "H", "H"],
  "xyz": [[-0.851356, -0.931062, -0.240896], [-1.156902, -2.051732, -2.514331], [-1.054192, 2.473336, -1.778947], [-1.863473, 2.318345, 1.404567], [-3.940502, 1.177143, -0.882283], [1.611669, -0.863711, -0.182380], [-1.951707, 1.214237, -0.390092], [-3.307155, -3.768972, 1.631320], [-2.072487, -2.423824, 0.388766], [-0.453949, -0.630408, 2.225762], [2.102957, 1.778442, -0.457979], [-0.028550, -0.111671, -4.497450], [1.881122, 0.562293, -2.378517], [-0.496872, -0.831764, -3.722967], [1.994183, 2.050923, 0.966025], [2.086463, 1.692451, -3.264964], [-1.330786, -1.397575, 3.117641], [-2.331909, -3.068564, 1.522636], [-1.361046, -2.856413, 2.669499], [1.865434, 0.617871, -1.059570], [1.371972, 2.490294, -3.052038], [-1.005092, -1.325545, 4.158460], [2.047674, 1.113804, 1.509226], [-0.355432, -3.163432, 2.367769], [2.143499, 2.589564, -1.057123], [3.108724, 2.067173, -3.181859], [2.823568, 2.685754, 1.272857], [-2.330836, -0.963853, 3.058510], [1.048784, 2.546700, 1.186505], [-1.681530, -3.501288, 3.484795], [1.603257, -0.312527, -2.795651], [0.514136, -0.894343, 2.368325], [1.899308, 1.352421, -4.278602], [-0.528990, 0.365945, 2.402995]],
  "atomic_forces_ev_per_a": [[0.1, -0.2, -0.3], [0.0, 0.1, -0.1], [0.0, 0.0, 0.0], [0.0, 0.0, -0.1], [0.0, 0.0, 0.0], [0.0, -0.1, 0.1], [0.0, 0.0, 0.2], [0.1, 0.0, 0.0], [0.0, 0.1, 0.1], [-0.1, 0.2, 0.1], [0.0, 0.1, 0.0], [-0.1, -0.1, 0.0], [0.1, 0.1, 0.1], [-0.1, -0.1, 0.0], [0.0, 0.0, 0.0], [0.0, 0.1, 0.0], [0.0, 0.0, -0.1], [0.0, -0.1, -0.1], [-0.1, 0.0, 0.1], [0.0, 0.0, -0.1], [0.0, 0.0, 0.0], [0.0, 0.0, 0.0], [0.0, 0.0, 0.0], [0.0, 0.0, 0.0], [0.0, 0.0, 0.0], [0.0, 0.0, 0.0], [0.0, 0.0, 0.0], [0.0, 0.0, 0.0], [0.0, 0.0, 0.0], [0.0, 0.0, 0.0], [0.0, 0.0, 0.0], [0.0, 0.0, 0.0], [0.0, 0.0, 0.0], [0.0, 0.0, 0.0]],
  "lowdin_charge": [0.816, 0.600, 0.247, 0.196, 0.233, 0.583, -0.808, 0.102, -0.313, -0.106, -0.015, 0.056, -0.032, -0.812, -0.068, -0.081, -0.238, -0.608, -0.105, -0.789, 0.046, 0.115, 0.045, 0.120, 0.124, 0.096, 0.092, 0.127, 0.056, 0.121, 0.080, 0.045, 0.071, 0.005],
  "homo_lumo_gap_ev": [7.3, 6.1],
  "multiplicity": 5,
  "energy_ha": -5218.7754,
  "relative_energy_kj_mol": 0.0,
  "charge": 0,
  "homo_energy_ha": [-0.2676, -0.3164],
  "lumo_ev": [0.0, -2.5]
}



Record 6
{
  "formula": "C7H14ClN2",
  "method": "ωB97M-V with the def2-TZVPD basis set",
  "species": ["Cl", "N", "N", "C", "C", "C", "C", "C", "C", "C", "H", "H", "H", "H", "H", "H", "H", "H", "H", "H", "H", "H", "H", "H"],
  "xyz": [[0.067667, 0.540716, 4.247954], [-0.414509, 0.876059, 1.660523], [0.875578, -0.978464, 2.150712], [1.379379, 1.332623, -0.115593], [-0.014132, 0.774477, 0.200301], [-0.066386, -0.649238, -0.063821], [0.192626, 0.030920, 2.584016], [-1.296525, -1.424330, 0.323384], [0.776793, -1.444451, -0.919900], [-1.055448, 1.489088, -0.603003], [1.020099, -1.209441, -1.879479], [-0.695424, 1.749603, 2.124940], [0.595541, -2.461452, -0.749277], [-1.563339, -1.942554, -0.719548], [2.169511, 0.804111, 0.373903], [1.370550, -1.729414, 2.790062], [-0.726970, 1.538387, -1.663900], [-1.082384, -2.183911, 0.975230], [1.497020, 1.330014, -1.121771], [-1.418365, 2.394361, 0.003392], [-1.918427, 0.822008, -0.688688], [1.454801, 2.366811, 0.419178], [1.790537, -1.186914, -0.421544], [-2.171659, -0.910644, 0.759307]],
  "atomic_forces_ev_per_a": [[-0.2, -0.3, -0.6], [0.6, -0.2, 1.1], [-0.2, -0.5, 1.0], [-0.8, 2.2, 4.8], [1.6, 0.8, 2.3], [-2.4, -2.2, 0.5], [1.6, -0.9, -1.0], [-1.4, 1.1, -3.6], [3.0, 1.1, 3.9], [-1.8, 0.0, -0.4], [0.0, 1.0, -3.0], [0.1, -0.3, -1.1], [-0.3, -1.4, -0.2], [0.0, 1.0, 2.3], [0.4, -0.8, 0.2], [-1.6, 2.5, -1.4], [-0.1, 1.1, 0.8], [0.9, -2.1, 1.4], [0.6, 0.5, -3.0], [0.8, -0.9, -1.7], [-0.3, 0.3, 0.2], [-0.2, -1.4, -1.6], [-1.0, -0.7, -0.7], [0.7, 0.2, -0.4]],
  "lowdin_charge": [0.736, 0.046, 0.105, 0.002, -0.530, -0.168, -0.821, -0.012, 0.015, 0.014, 0.094, 0.135, 0.095, 0.169, 0.077, 0.157, 0.123, 0.065, 0.055, 0.143, 0.086, 0.149, 0.154, 0.112],
  "homo_lumo_gap_ev": 8.7,
  "energy_ha": -844.4854,
  "relative_energy_kj_mol": 145.7,
  "charge": 1,
  "homo_energy_ha": -0.5114,
  "lumo_ev": -5.2
}